Record 1
Density functional theory data (the ωB97M-V functional and the def2-TZVPD basis) for C49H38CsN8 as an isolated structure in a non-equilibrium geometry.

Positions of all 96 atoms, in Å:
Cs 0.237 0.116 1.786
C 5.517 5.364 0.389
C 5.142 4.610 1.493
C 4.175 3.623 1.366
C 3.567 3.370 0.138
C 3.950 4.133 -0.961
C 4.917 5.122 -0.839
C 2.517 2.312 0.007
C 2.982 0.981 -0.012
C 4.376 0.573 0.135
C 4.383 -0.780 0.171
C 2.988 -1.210 0.038
N 2.205 -0.126 -0.097
C 2.530 -2.551 0.118
C 1.188 -2.999 0.163
C 0.753 -4.396 0.124
C -0.598 -4.385 0.196
C -1.000 -2.983 0.265
C -2.329 -2.524 0.340
C -3.391 -3.574 0.433
C -3.932 -3.941 1.664
C -4.922 -4.909 1.752
C -5.389 -5.533 0.604
C -4.859 -5.178 -0.629
C -3.871 -4.206 -0.711
C -2.790 -1.186 0.298
N -2.008 -0.099 0.171
C -2.797 1.000 0.203
C -2.337 2.331 0.165
C -3.387 3.392 0.291
C -4.036 3.885 -0.837
C -5.011 4.867 -0.725
C -5.351 5.375 0.521
C -4.708 4.893 1.653
C -3.736 3.909 1.536
C -1.006 2.796 0.047
C -0.579 4.182 0.208
C 0.776 4.176 0.167
C 1.180 2.786 -0.029
N 0.079 2.015 -0.138
C -4.189 0.586 0.336
C -4.187 -0.769 0.389
N 0.103 -2.202 0.239
C 3.585 -3.603 0.154
C 4.505 -3.732 -0.887
C 5.492 -4.706 -0.854
C 5.580 -5.578 0.222
C 4.671 -5.465 1.265
C 3.688 -4.487 1.231
H 6.270 6.136 0.485
H 5.601 4.794 2.457
H 3.878 3.036 2.227
H 3.479 3.944 -1.918
H 5.203 5.706 -1.706
H 5.229 1.230 0.215
H 5.242 -1.419 0.298
H 1.390 -5.261 0.026
H -1.258 -5.239 0.177
H -3.566 -3.450 2.559
H -5.329 -5.178 2.720
H -6.161 -6.289 0.669
H -5.219 -5.657 -1.532
H -3.459 -3.925 -1.673
H -3.768 3.489 -1.809
H -5.506 5.238 -1.614
H -6.110 6.142 0.610
H -4.965 5.284 2.631
H -3.233 3.531 2.418
H -1.223 5.037 0.355
H 1.435 5.023 0.278
H -5.049 1.238 0.375
H -5.044 -1.419 0.479
H 4.434 -3.057 -1.731
H 6.193 -4.788 -1.677
H 6.350 -6.339 0.247
H 4.733 -6.136 2.113
H 2.985 -4.393 2.050
C -3.238 -0.001 7.300
C -2.866 -1.389 6.787
C -3.214 -1.541 5.309
C -1.402 -1.723 7.082
N -0.464 -0.775 6.499
C -0.050 -0.639 5.239
N 0.705 0.430 5.144
N 0.778 0.927 6.403
N 0.046 0.250 7.205
H -4.307 0.175 7.174
H -2.707 0.776 6.747
H -2.990 0.118 8.356
H -3.438 -2.134 7.350
H -2.719 -0.781 4.700
H -4.286 -1.418 5.154
H -2.931 -2.525 4.925
H -1.151 -2.714 6.702
H -1.210 -1.704 8.154
H -0.340 -1.310 4.451

Output
HOMO energy: -3.36 eV
orbital gap: 5.156 eV
LUMO energy: 1.8 eV
spin multiplicity: 1
net charge: -1

Löwdin population analysis, charges in e, atoms 1 to 2:
1 Cs 1.2997
2 C -0.1102



Record 2
Density functional theory data (the ωB97M-V functional and the def2-TZVPD basis) for C49H38N4O2RuSe2 as an isolated structure in a non-equilibrium geometry.

Positions of all 96 atoms, in Å:
Ru 0.659 0.758 -0.050
C 6.496 -0.075 -5.024
C 5.285 -0.690 -5.309
C 4.213 -0.561 -4.439
C 4.336 0.183 -3.267
C 5.562 0.787 -2.985
C 6.633 0.664 -3.857
C 3.204 0.332 -2.315
C 2.045 0.988 -2.763
C 1.801 1.436 -4.106
C 0.523 1.897 -4.143
C 0.003 1.785 -2.813
C -1.238 2.286 -2.400
C -2.196 2.686 -3.469
C -2.962 1.682 -4.060
C -3.891 1.995 -5.040
C -4.052 3.311 -5.452
C -3.281 4.312 -4.879
C -2.360 4.001 -3.888
C -1.637 2.436 -1.077
N -0.979 1.937 0.011
C -1.672 2.338 1.117
C -1.412 1.917 2.421
C -2.254 2.465 3.517
C -1.674 3.253 4.510
C -2.450 3.806 5.518
C -3.817 3.569 5.553
C -4.400 2.766 4.583
C -3.624 2.216 3.574
C -0.434 0.974 2.777
C -0.305 0.392 4.079
C 0.685 -0.539 4.001
C 1.178 -0.510 2.656
N 0.478 0.413 1.927
C 2.303 -1.216 2.201
C 2.925 -1.013 0.969
C 4.175 -1.603 0.548
C 4.453 -1.110 -0.679
C 3.359 -0.241 -1.050
N 2.452 -0.202 -0.028
C 2.868 -2.238 3.121
C 2.099 -3.358 3.443
C 2.599 -4.354 4.266
C 3.880 -4.249 4.790
C 4.645 -3.129 4.498
C 4.142 -2.133 3.674
C -2.765 3.195 0.710
C -2.769 3.217 -0.639
N 0.949 1.243 -1.989
H 7.330 -0.178 -5.706
H 5.181 -1.282 -6.210
H 3.272 -1.053 -4.654
H 5.656 1.361 -2.071
H 7.576 1.145 -3.631
H 2.510 1.412 -4.916
H -0.016 2.298 -4.986
H -2.827 0.660 -3.727
H -4.497 1.210 -5.475
H -4.778 3.557 -6.217
H -3.399 5.338 -5.205
H -1.761 4.785 -3.438
H -0.608 3.441 4.475
H -1.989 4.428 6.274
H -4.425 4.008 6.335
H -5.464 2.566 4.610
H -4.074 1.582 2.819
H -0.908 0.643 4.937
H 1.055 -1.171 4.792
H 4.754 -2.312 1.116
H 5.302 -1.335 -1.303
H 1.103 -3.442 3.027
H 1.990 -5.222 4.489
H 4.274 -5.032 5.426
H 5.641 -3.033 4.912
H 4.743 -1.255 3.470
H -3.443 3.700 1.378
H -3.455 3.726 -1.297
O -4.581 -3.783 -1.342
C -3.191 -3.503 -1.304
C -2.688 -3.102 0.090
C -2.875 -4.324 1.006
O -2.595 -4.089 2.379
C -3.478 -1.928 0.670
Se -3.627 -0.385 -0.535
C -1.206 -2.751 0.006
Se -0.813 -1.210 -1.167
H -5.038 -2.934 -1.277
H -2.941 -2.706 -2.007
H -2.675 -4.414 -1.620
H -2.260 -5.152 0.625
H -3.920 -4.631 0.960
H -1.698 -3.747 2.456
H -3.000 -1.576 1.582
H -4.493 -2.240 0.918
H -0.632 -3.589 -0.395
H -0.809 -2.498 0.992

Output
HOMO energy (spin up / spin down): -3.69 / -4.37 eV
orbital gap (spin up / spin down): 5.358 / 6.039 eV
LUMO energy (spin up / spin down): 1.7 / 1.7 eV
spin multiplicity: 2
net charge: -1

Löwdin population analysis, charges in e, atoms 1 to 2:
1 Ru 1.0133
2 C -0.1062



Record 3
Density functional theory data (the ωB97M-V functional and the def2-TZVPD basis) for C49H40As2F15GeN2ORuS6Si as an isolated structure.

Positions of all 118 atoms, in Å:
Ru 1.167 2.013 0.501
S -0.535 6.278 1.886
As 0.573 5.270 0.404
S 2.152 4.032 1.425
S -0.540 3.552 -0.444
S 1.500 6.310 -1.195
O 0.697 -1.070 0.962
H -0.225 -1.136 0.647
H 1.214 -1.555 0.310
C 1.801 2.414 4.647
C 0.378 2.764 4.230
As -0.274 1.698 2.750
C -0.603 -0.037 3.590
C -0.884 -0.016 5.090
C -2.035 2.464 2.474
C -2.996 2.413 3.654
H 2.121 3.025 5.495
H 2.505 2.594 3.833
H 1.897 1.366 4.944
H 0.302 3.796 3.883
H -0.315 2.630 5.061
H 0.266 -0.650 3.357
H -1.432 -0.467 3.027
H 0.001 0.275 5.660
H -1.180 -1.011 5.430
H -1.685 0.669 5.362
H -2.438 1.939 1.605
H -1.827 3.487 2.157
H -3.315 1.393 3.879
H -3.891 2.993 3.416
H -2.571 2.843 4.563
F -6.648 -3.638 -0.773
C -5.894 -3.572 -1.889
C -4.708 -2.865 -1.896
C -3.990 -2.903 -3.079
F -2.823 -2.277 -3.229
C -4.439 -3.600 -4.196
F -3.721 -3.618 -5.329
C -5.632 -4.284 -4.141
F -6.073 -4.959 -5.214
C -6.375 -4.276 -2.979
F -7.532 -4.952 -2.921
Ge -4.145 -1.869 -0.254
S -2.408 -0.707 -0.359
C -5.828 -0.840 0.019
C -6.111 0.136 -0.921
F -5.302 0.340 -1.968
C -7.239 0.939 -0.859
F -7.480 1.869 -1.791
C -8.130 0.763 0.179
F -9.230 1.526 0.259
C -7.896 -0.210 1.126
F -8.779 -0.399 2.118
C -6.759 -0.996 1.024
F -6.642 -1.963 1.951
C -4.075 -3.268 1.178
C -4.014 -2.846 2.494
F -4.188 -1.555 2.815
C -3.805 -3.709 3.556
F -3.787 -3.267 4.819
C -3.627 -5.054 3.304
F -3.431 -5.908 4.320
C -3.671 -5.517 2.010
F -3.509 -6.827 1.768
C -3.894 -4.618 0.975
F -3.925 -5.163 -0.258
N 1.123 2.964 -3.023
C 1.147 1.634 -3.016
S 0.526 0.734 -1.740
N 1.753 1.080 -4.111
C 1.774 -0.262 -4.520
C 2.894 -0.710 -5.213
C 2.947 -2.008 -5.699
C 1.886 -2.877 -5.483
C 0.771 -2.424 -4.789
C 0.700 -1.120 -4.313
H 0.756 3.448 -2.198
H 1.747 3.491 -3.613
H 2.390 1.689 -4.605
H 3.730 -0.034 -5.357
H 3.829 -2.342 -6.231
H 1.927 -3.897 -5.845
H -0.072 -3.083 -4.615
H -0.181 -0.777 -3.786
C 4.828 -3.285 -0.584
C 3.713 -2.759 -1.225
C 3.348 -1.433 -1.018
C 4.072 -0.577 -0.171
C 5.197 -1.140 0.451
C 5.569 -2.466 0.254
Si 3.572 1.271 0.065
C 4.210 2.115 -1.523
C 4.012 3.493 -1.719
C 4.385 4.124 -2.900
C 4.971 3.393 -3.929
C 5.195 2.031 -3.755
C 4.819 1.406 -2.568
C 4.718 1.814 1.472
C 5.617 2.880 1.374
C 6.383 3.287 2.461
C 6.265 2.638 3.682
C 5.373 1.580 3.810
C 4.610 1.184 2.719
H 5.115 -4.319 -0.738
H 3.123 -3.374 -1.894
H 2.467 -1.057 -1.527
H 5.811 -0.527 1.100
H 6.445 -2.858 0.761
H 3.512 4.090 -0.963
H 4.182 5.183 -3.011
H 5.259 3.882 -4.853
H 5.670 1.454 -4.543
H 4.997 0.341 -2.463
H 5.719 3.411 0.434
H 7.062 4.125 2.355
H 6.854 2.962 4.532
H 5.259 1.073 4.761
H 3.903 0.367 2.847

Output
HOMO energy (spin up / spin down): -1.41 / -2.83 eV
orbital gap (spin up / spin down): 4.812 / 6.067 eV
LUMO energy (spin up / spin down): 3.4 / 3.2 eV
spin multiplicity: 6
net charge: -2

Löwdin population analysis, charges in e, atoms 1 to 2:
1 Ru 0.4866
2 S -0.1743



Record 4
Density functional theory data (the ωB97M-V functional and the def2-TZVPD basis) for C49H41As2PS2Ti as an isolated structure in a non-equilibrium geometry.

Positions of all 96 atoms, in Å:
Ti -0.401 0.287 -0.035
S -1.851 -0.647 -1.647
C -3.017 -1.678 -0.861
C -3.673 -2.554 -1.740
C -4.738 -3.340 -1.290
C -5.161 -3.223 0.044
C -4.504 -2.366 0.912
C -3.422 -1.602 0.485
As -2.492 -0.330 1.689
C -4.071 0.804 2.076
C -4.302 1.921 1.255
C -5.331 2.783 1.501
C -6.221 2.564 2.577
C -6.059 1.456 3.383
C -4.980 0.593 3.164
C -2.428 -1.233 3.407
C -2.731 -2.566 3.565
C -2.777 -3.158 4.835
C -2.568 -2.353 5.962
C -2.391 -0.982 5.799
C -2.279 -0.414 4.538
H -3.350 -2.597 -2.779
H -5.241 -4.011 -1.984
H -6.041 -3.824 0.329
H -4.868 -2.253 1.934
H -3.653 2.040 0.392
H -5.555 3.653 0.914
H -7.002 3.277 2.745
H -6.668 1.284 4.246
H -4.926 -0.282 3.782
H -2.784 -3.177 2.658
H -2.951 -4.239 4.947
H -2.455 -2.807 6.932
H -2.230 -0.372 6.667
H -2.178 0.660 4.421
S -0.676 2.588 0.466
C 0.562 3.475 -0.409
C 0.893 4.704 0.167
C 1.793 5.552 -0.481
C 2.340 5.189 -1.697
C 2.074 3.942 -2.248
C 1.268 3.046 -1.569
As 1.191 1.146 -1.988
C 0.508 1.314 -3.803
C -0.848 1.448 -4.082
C -1.274 1.478 -5.426
C -0.361 1.690 -6.438
C 0.979 1.526 -6.159
C 1.440 1.283 -4.875
C 3.073 0.629 -2.470
C 4.090 1.526 -2.146
C 5.397 1.208 -2.572
C 5.641 0.007 -3.253
C 4.663 -0.950 -3.447
C 3.356 -0.616 -3.099
H 0.566 4.905 1.169
H 1.966 6.514 -0.014
H 2.883 5.929 -2.263
H 2.548 3.603 -3.188
H -1.556 1.382 -3.268
H -2.320 1.306 -5.622
H -0.740 1.930 -7.445
H 1.675 1.570 -6.988
H 2.475 1.257 -4.673
H 3.918 2.480 -1.636
H 6.191 1.892 -2.335
H 6.640 -0.155 -3.533
H 4.956 -1.966 -3.859
H 2.502 -1.249 -3.457
C 0.507 -2.706 2.055
P 0.997 -1.541 0.737
C 2.255 -2.618 -0.041
C 2.044 -3.189 -1.296
C 2.976 -4.067 -1.872
C 4.090 -4.448 -1.152
C 4.370 -3.764 0.046
C 3.485 -2.849 0.602
C 1.730 -0.119 1.507
C 1.178 0.410 2.710
C 1.721 1.575 3.274
C 3.003 2.025 2.884
C 3.678 1.293 1.870
C 3.050 0.370 1.079
H 1.342 -3.330 2.401
H -0.278 -3.350 1.658
H 0.098 -2.163 2.950
H 1.135 -2.999 -1.828
H 2.855 -4.456 -2.899
H 4.775 -5.221 -1.529
H 5.354 -3.845 0.516
H 3.740 -2.291 1.524
H 0.362 -0.025 3.201
H 1.207 2.023 4.112
H 3.548 2.804 3.434
H 4.757 1.597 1.720
H 3.510 -0.010 0.156

Output
HOMO energy (spin up / spin down): -6.60 / -7.05 eV
orbital gap (spin up / spin down): 6.706 / 7.175 eV
LUMO energy (spin up / spin down): 0.1 / 0.1 eV
spin multiplicity: 3
net charge: 0

Löwdin population analysis, charges in e, atoms 1 to 2:
1 Ti -0.2230
2 S 0.5743